Entry 1:
Entry from the Open Molecules 2025 dataset: a structure of composition C43H48CoN11PS3 (ωB97M-V/def2-TZVPD).

```
107
Properties=species:S:1:pos:R:3:mulliken_spin:R:1
Co 0.07040 0.40760 -0.02640 2.70
N -0.87400 1.84700 4.02460 0.01
C -0.80510 1.28820 2.80540 -0.01
S -0.23360 2.29840 1.51280 0.10
N -1.17320 0.04230 2.65270 0.00
N -1.07750 -0.47270 1.42610 0.03
C -1.79540 -1.52090 1.11830 -0.01
C -2.58350 -2.26610 2.11430 0.00
C -3.93580 -2.54970 1.93430 0.00
C -4.61090 -3.32740 2.85780 0.00
C -3.95720 -3.80770 3.98140 0.00
C -2.62360 -3.49340 4.18830 0.00
C -1.94070 -2.73300 3.26020 0.00
C -1.76580 -1.91810 -0.27550 0.02
C -2.57900 -2.93310 -0.80030 0.00
C -2.56490 -3.17280 -2.15800 0.00
C -1.71110 -2.42990 -2.96580 0.00
C -0.88940 -1.49220 -2.36570 0.01
N -0.91450 -1.23400 -1.06490 0.03
H -0.79420 2.84730 4.09120 0.00
H -1.36080 1.36340 4.76250 0.00
H -4.46740 -2.13330 1.08970 0.00
H -5.65310 -3.55570 2.69490 0.00
H -4.48790 -4.41540 4.69710 0.00
H -2.11510 -3.84420 5.07280 0.00
H -0.89930 -2.49920 3.42280 0.00
H -3.22330 -3.49830 -0.14690 0.00
H -3.21310 -3.92350 -2.58350 0.00
H -1.67520 -2.58430 -4.03100 0.00
H -0.18170 -0.92480 -2.95480 0.00
S 5.61000 -0.48710 -1.27140 0.00
C 7.19730 -0.44130 -1.92280 0.00
C 7.26990 0.34990 -3.02270 0.00
C 6.03560 0.93860 -3.35580 0.00
C 5.01640 0.59720 -2.50640 0.00
C 3.63640 1.01950 -2.52110 0.00
C 2.72620 0.50750 -1.57660 -0.02
N 1.46310 0.86170 -1.49510 0.03
C 0.97990 1.74930 -2.39210 0.01
C 1.79750 2.30270 -3.40690 0.00
C 1.21540 3.20660 -4.34670 0.00
C -0.09720 3.53270 -4.28870 0.00
C -0.94880 2.99910 -3.27330 0.01
C -2.30790 3.30430 -3.17520 0.00
C -3.07880 2.74890 -2.15740 0.00
C -2.42130 1.88620 -1.24990 -0.01
N -1.14890 1.58360 -1.32970 0.05
C -0.39900 2.11160 -2.31760 0.01
C -4.48240 3.03430 -2.02180 0.00
C -5.37970 2.54780 -1.09750 0.00
C -6.67390 3.06330 -1.25790 0.00
C -6.76590 3.93800 -2.29900 0.00
S -5.27760 4.14630 -3.10620 0.00
C 3.14510 1.93310 -3.44780 0.00
H 7.97870 -0.99700 -1.44550 0.00
H 8.17440 0.51200 -3.57760 0.00
H 5.91800 1.59050 -4.20000 0.00
H 3.05480 -0.24090 -0.86840 0.01
H 1.85480 3.62040 -5.11190 0.00
H -0.52870 4.20690 -5.01340 0.00
H -2.76230 3.97280 -3.89240 0.00
H -2.97530 1.44120 -0.43500 0.00
H -5.12370 1.84490 -0.32630 0.00
H -7.50340 2.79900 -0.62790 0.00
H -7.63000 4.47560 -2.63640 0.00
H 3.78510 2.36100 -4.20400 0.00
C 3.65990 -5.40310 -0.09900 0.00
N 3.59910 -4.27600 0.92400 0.00
C 2.52150 -4.63820 1.93590 0.00
N 1.28690 -4.89680 1.30240 0.00
C 1.40950 -5.96430 0.32550 0.00
N 2.39350 -5.62140 -0.68660 0.00
C 1.95930 -4.53610 -1.54550 0.00
P 1.66670 -2.91180 -0.63520 0.03
C 3.31870 -2.98270 0.26610 -0.01
C 0.67060 -3.71410 0.74200 -0.01
H 3.99120 -6.30720 0.42060 0.00
H 4.39130 -5.13370 -0.86470 0.00
H 4.49590 -4.20590 1.41050 0.00
H 2.42280 -3.80530 2.63570 0.00
H 2.86450 -5.53060 2.46760 0.00
H 0.44100 -6.13400 -0.14420 0.00
H 1.71690 -6.88290 0.83110 0.00
H 1.03700 -4.83620 -2.04780 0.00
H 2.71440 -4.36210 -2.31730 0.00
H 3.34410 -2.15710 0.99880 0.01
H 4.10650 -2.79070 -0.46900 0.00
H -0.30170 -3.99140 0.32780 0.00
H 0.48440 -2.98720 1.53460 0.00
C 3.55070 -1.32380 3.97460 0.00
C 3.91590 -0.12170 3.09710 0.00
C 5.43040 -0.10640 2.87970 0.00
C 3.46670 1.18490 3.76190 0.00
N 3.30750 -0.33290 1.75540 0.02
N 1.91140 -0.01140 1.64770 0.00
H 3.98130 -1.20440 4.96430 0.00
H 3.95930 -2.23210 3.53540 0.00
H 2.47300 -1.43010 4.08660 0.00
H 5.94510 -0.19460 3.83220 0.00
H 5.74960 0.81860 2.40640 0.00
H 5.72800 -0.93860 2.24500 0.00
H 4.06660 1.37070 4.64790 0.00
H 2.42480 1.13990 4.07650 0.00
H 3.59980 2.02940 3.08630 0.00
H 3.80170 0.26670 1.09650 0.00
H 1.75420 0.95910 1.94550 0.01
H 1.42640 -0.60230 2.32290 -0.01
```

Output
Spin multiplicity   4
Net charge   +2
ΔE to the lowest compared entry with this formula, charge and spin   0.304 eV
LUMO (spin up / spin down)   -5.0587 / -5.0553 eV

---

Entry 2:
Entry from the Open Molecules 2025 dataset: a structure of composition C43H48N2OP2PdSSi2 (ωB97M-V/def2-TZVPD).

```
100
Properties=species:S:1:pos:R:3:lowdin_charge:R:1
Pd 0.33379 1.14423 -0.19403 0.26
C 2.98655 -1.13875 -3.15235 -0.18
Si 1.33315 -2.07250 -3.10490 0.26
C 1.79689 -3.89006 -2.85850 -0.19
C 0.64044 -1.97114 -4.87479 -0.19
N 0.24583 -1.42853 -2.04066 -0.26
P -0.16259 -1.53349 -0.51129 0.57
C -1.26613 -0.41962 0.09672 -0.47
P -1.52987 0.24732 1.61538 0.55
N -2.17312 1.67925 1.75831 -0.24
Si -2.43549 2.98686 2.72057 0.23
C -2.08840 2.77764 4.57222 -0.19
C -1.46975 4.50791 2.16161 -0.20
C -4.24289 3.53096 2.66052 -0.21
C -0.09084 0.09745 2.77887 -0.28
C 0.76198 1.17811 2.98995 -0.13
C 1.89948 1.05777 3.77292 -0.10
C 2.21671 -0.16011 4.36648 -0.12
C 1.37714 -1.24657 4.17086 -0.10
C 0.23265 -1.10939 3.39212 -0.10
C -2.78000 -0.85348 2.50036 -0.25
C -3.57244 -1.68882 1.71920 -0.10
C -4.57071 -2.47717 2.28252 -0.11
C -4.79171 -2.44847 3.65180 -0.13
C -4.01321 -1.61382 4.44886 -0.12
C -3.02880 -0.82319 3.87285 -0.10
C 1.45140 -1.94137 0.38807 -0.24
C 2.37897 -0.95153 0.71839 -0.12
C 3.62433 -1.26078 1.24119 -0.10
C 3.99180 -2.58365 1.45170 -0.12
C 3.09754 -3.58696 1.11590 -0.11
C 1.85243 -3.26402 0.58611 -0.11
C -1.04719 -3.18377 -0.34828 -0.28
C -1.23027 -3.81469 0.88100 -0.12
C -2.02478 -4.94520 1.01068 -0.11
C -2.67952 -5.46294 -0.10011 -0.13
C -2.51713 -4.84109 -1.33153 -0.11
C -1.70245 -3.72152 -1.45200 -0.10
H 3.01035 -0.42658 -3.98266 0.00
H 3.83730 -1.81693 -3.27536 0.02
H 3.12609 -0.58453 -2.22002 0.01
H 2.25440 -4.26398 -3.78222 0.01
H 0.92946 -4.51115 -2.62477 0.01
H 2.52265 -4.00965 -2.04878 0.01
H 1.37000 -1.60176 -5.60150 0.01
H -0.21163 -1.28762 -4.86007 0.00
H 0.29053 -2.94592 -5.22834 0.01
H -1.18526 2.19955 4.77239 0.00
H -2.92582 2.27118 5.06152 0.01
H -1.97294 3.76434 5.03409 0.01
H -0.39394 4.31806 2.11614 0.01
H -1.64265 5.36490 2.82124 0.01
H -1.78106 4.78406 1.14954 0.01
H -4.87926 2.70789 2.99789 0.01
H -4.52292 3.76686 1.63017 0.01
H -4.44391 4.40670 3.28546 0.01
H 0.54193 2.12752 2.50608 0.08
H 2.54700 1.91769 3.90419 0.09
H 3.11657 -0.26373 4.96199 0.09
H 1.61669 -2.21027 4.60604 0.09
H -0.41401 -1.96693 3.25340 0.09
H -3.37990 -1.70921 0.65130 0.09
H -5.15859 -3.12764 1.64427 0.09
H -5.56260 -3.06961 4.09529 0.08
H -4.17855 -1.57736 5.52059 0.08
H -2.44059 -0.17022 4.51105 0.09
H 2.12281 0.09912 0.57715 0.06
H 4.30634 -0.45817 1.49848 0.10
H 4.96419 -2.82666 1.86624 0.08
H 3.36630 -4.62834 1.25739 0.09
H 1.19162 -4.07355 0.30611 0.09
H -0.75392 -3.40731 1.76501 0.09
H -2.15501 -5.40120 1.98560 0.09
H -3.31661 -6.33526 -0.00582 0.08
H -3.02777 -5.22888 -2.20702 0.09
H -1.57308 -3.23393 -2.41218 0.09
O 1.67868 3.55758 -0.39580 -0.53
S 1.85619 2.53562 -1.50111 0.90
C 2.88983 3.44186 -2.70460 -0.36
C 2.79751 4.82448 -2.77496 -0.07
C 3.59267 5.50739 -3.68079 -0.09
C 4.47929 4.81030 -4.49835 -0.11
C 4.57580 3.43137 -4.40389 -0.09
C 3.77987 2.73847 -3.49505 -0.09
C 0.35893 2.52873 -2.48938 -0.39
C -0.80384 2.92083 -1.83955 -0.11
C -2.02064 2.79258 -2.50192 -0.07
C -2.06728 2.26515 -3.78144 -0.10
C -0.89396 1.86559 -4.41626 -0.10
C 0.32338 1.99255 -3.77061 -0.08
H 2.11197 5.33350 -2.10854 0.11
H 3.52700 6.58694 -3.75142 0.09
H 5.10264 5.34968 -5.20175 0.09
H 5.27557 2.88866 -5.02793 0.10
H 3.85492 1.66223 -3.39488 0.09
H -0.76571 3.33360 -0.83749 0.09
H -2.92859 3.05433 -1.97440 0.10
H -3.02081 2.13864 -4.27964 0.09
H -0.93108 1.43106 -5.40758 0.09
H 1.22968 1.64252 -4.24929 0.10
```

Output
Net charge   -2
ΔE to the lowest compared entry with this formula, charge and spin   0.000 eV
LUMO   4.1190 eV

---

Entry 3:
Entry from the Open Molecules 2025 dataset: a structure of composition C43H49DyN5O4 (ωB97M-V/def2-TZVPD).

```
102
Properties=species:S:1:pos:R:3:mulliken_spin:R:1
Dy 11.93268 14.65281 11.65900 5.01
C 7.42376 9.70675 11.21708 0.00
C 8.74669 9.88567 10.53229 0.00
C 9.77031 10.64134 11.31852 0.00
C 10.75118 10.27856 12.20336 0.00
C 11.00965 8.95637 12.77412 0.00
C 9.96550 8.55063 13.82701 0.00
C 11.41248 11.50276 12.60942 -0.01
N 10.85520 12.57771 11.96095 0.00
C 9.86233 12.08062 11.18281 -0.01
C 9.12674 12.90358 10.27622 0.00
C 9.02256 14.29652 10.33163 -0.01
C 7.95678 15.03578 9.68279 0.00
C 6.87150 14.44939 8.86462 0.00
C 5.67432 13.97941 9.67792 0.00
C 8.00088 16.31417 10.16913 0.00
C 9.19849 16.40597 11.00162 -0.01
C 9.67841 17.47023 11.76837 0.00
C 10.69283 17.51403 12.69089 0.00
N 11.56203 16.49250 13.01444 0.01
C 12.21884 16.89140 14.18786 0.00
C 13.07564 16.07731 14.90014 0.00
C 13.30430 14.69637 14.66055 0.00
N 12.71440 13.94712 13.73137 0.02
C 13.02426 12.62625 14.11706 0.00
C 12.36118 11.56160 13.60044 0.00
C 13.83814 12.57873 15.29692 0.00
C 14.03011 13.92835 15.63840 0.00
C 14.73124 14.42779 16.87391 0.00
C 13.72070 14.58594 18.02255 0.00
C 14.42408 11.32198 15.83592 0.00
C 13.81155 10.73977 17.06400 0.00
C 11.75079 18.21703 14.53990 0.00
C 10.89211 18.64485 13.56289 0.00
C 10.17154 19.98164 13.52964 0.00
C 8.84620 20.04526 14.32374 0.00
C 12.02713 18.91357 15.83539 0.00
C 11.26518 18.28210 16.99886 0.00
N 9.79657 15.20466 11.03684 0.00
C 6.92682 17.35466 10.14076 0.00
C 6.04832 17.25929 11.43544 0.00
H 6.74544 9.19220 10.57891 0.00
H 6.93928 10.62538 11.47515 0.00
H 7.45311 9.19030 12.18446 0.00
H 8.61754 10.24599 9.52397 0.00
H 9.13745 8.86400 10.40621 0.00
H 12.02530 8.89480 13.16616 0.00
H 10.92930 8.17865 11.98853 0.00
H 9.80504 9.24760 14.67071 0.00
H 10.20619 7.52759 14.20827 0.00
H 9.00157 8.41588 13.38649 0.00
H 8.38585 12.42796 9.65228 0.00
H 7.24660 13.59947 8.27196 0.00
H 6.50246 15.19729 8.18639 0.00
H 5.90414 13.25511 10.50438 0.00
H 4.86604 13.63655 9.05421 0.00
H 5.22818 14.88395 10.12861 0.00
H 9.14758 18.37435 11.76501 0.00
H 13.43242 16.37347 15.89190 0.00
H 12.64349 10.68288 14.09634 0.00
H 15.15376 15.40264 16.70102 0.00
H 15.47964 13.69714 17.19428 0.00
H 12.95152 15.23388 17.64091 0.00
H 14.16668 15.06150 18.90352 0.00
H 13.35517 13.58603 18.35873 0.00
H 15.51059 11.50789 15.98917 0.00
H 14.45898 10.52104 15.08526 0.00
H 13.85602 11.34113 17.95934 0.00
H 14.26255 9.77582 17.37680 0.00
H 12.79250 10.49283 16.88521 0.00
H 9.97107 20.23980 12.47726 0.00
H 10.86544 20.74835 13.87176 0.00
H 8.09790 19.28717 14.03847 0.00
H 8.36458 21.01820 14.17068 0.00
H 8.99658 20.00415 15.40315 0.00
H 11.78810 19.97062 15.80687 0.00
H 13.12800 18.88463 16.11706 0.00
H 10.21534 18.35967 16.91016 0.00
H 11.50056 18.74668 17.99189 0.00
H 11.55112 17.21265 17.18618 0.00
H 6.24307 17.28028 9.31012 0.00
H 7.36902 18.35978 10.19125 0.00
H 5.73961 16.24114 11.62361 0.00
H 5.09009 17.76347 11.35207 0.00
H 6.59522 17.69250 12.31526 0.00
O 13.87187 11.07084 9.49685 0.00
C 13.57072 12.27505 9.91390 0.00
O 13.67317 12.73157 11.03470 0.00
C 13.01859 13.12459 8.82733 0.00
C 12.69991 12.62867 7.56157 0.00
C 12.16690 13.50949 6.62269 0.00
C 11.91328 14.82147 6.95619 0.00
C 12.21100 15.21796 8.24849 0.00
N 12.70906 14.37331 9.15517 0.00
C 12.05812 16.60462 8.82613 0.00
O 11.70737 17.49830 7.90056 0.00
O 12.20890 16.80840 10.00672 0.01
H 14.38795 10.58004 10.16226 0.00
H 12.99815 11.65084 7.26177 0.00
H 11.85482 13.19231 5.59845 0.00
H 11.51967 15.48795 6.23266 0.00
H 11.66757 18.39731 8.31497 0.00
```

Output
Spin multiplicity   6
Net charge   +1
LUMO (spin up / spin down)   -3.5280 / -3.5281 eV

---

Entry 4:
Entry from the Open Molecules 2025 dataset: a structure of composition C43H49N3OP3SiY (ωB97M-V/def2-TZVPD).

```
101
Properties=species:S:1:pos:R:3:lowdin_charge:R:1
Y -0.23374 -0.15396 -0.79387 1.33
C 1.77423 -3.89767 -0.86119 -0.19
Si 1.45767 -2.20356 -0.06171 0.59
C 0.68135 -2.44381 1.64816 -0.30
C 1.54938 -2.41776 2.75366 -0.09
C 1.12509 -2.62385 4.05334 -0.06
C -0.22292 -2.83969 4.29519 -0.06
C -1.11456 -2.81194 3.24121 -0.14
C -0.70084 -2.62571 1.91157 -0.38
P -2.28719 -2.63762 0.92991 1.10
C -2.64986 -4.41191 0.78281 -0.39
C -1.67231 -5.40416 0.84863 -0.09
C -2.01969 -6.73886 0.71606 -0.06
C -3.34791 -7.09289 0.51274 -0.06
C -4.32632 -6.11170 0.44404 -0.07
C -3.98016 -4.77550 0.58567 -0.10
C -1.97729 -2.18789 -0.85019 -0.44
C -2.67347 -1.06928 -1.34062 -0.19
C -2.46019 -0.58863 -2.63089 -0.09
C -1.56131 -1.25013 -3.47336 -0.06
C -0.90059 -2.38445 -3.02418 -0.06
C -1.11416 -2.85125 -1.72615 -0.13
C 3.24052 -1.51849 0.03042 -0.30
C 4.28256 -2.33119 0.50085 -0.11
C 5.60833 -2.08780 0.18898 -0.04
C 5.93890 -1.04805 -0.67356 -0.05
C 4.94273 -0.21755 -1.14624 -0.09
C 3.61250 -0.41454 -0.75703 -0.38
P 2.37631 0.84784 -1.15106 0.99
C 2.36410 1.12589 -2.94250 -0.38
C 2.45037 2.39169 -3.51734 -0.07
C 2.32047 2.53964 -4.89227 -0.06
C 2.09549 1.43252 -5.69849 -0.06
C 2.00802 0.16604 -5.13280 -0.07
C 2.14052 0.01359 -3.76104 -0.12
C 2.89480 2.40756 -0.39902 -0.36
C 4.19675 2.89885 -0.53843 -0.07
C 4.55566 4.12425 -0.00515 -0.05
C 3.61357 4.88795 0.67082 -0.05
C 2.32160 4.41148 0.82115 -0.07
C 1.96771 3.17501 0.29642 -0.11
H 2.84969 -4.06349 -0.92367 0.03
H 1.38678 -3.99698 -1.87669 0.02
H 1.35580 -4.70787 -0.25973 0.03
H 2.60330 -2.24019 2.58176 0.09
H 1.83530 -2.61618 4.86947 0.12
H -0.58420 -3.00965 5.30086 0.12
H -2.16923 -2.94106 3.46573 0.10
H -0.63944 -5.13565 1.04107 0.09
H -1.25695 -7.50332 0.78257 0.11
H -3.62044 -8.13578 0.42167 0.11
H -5.36218 -6.38650 0.29742 0.11
H -4.75701 -4.01969 0.55690 0.10
H -3.31776 -0.53191 -0.65578 0.07
H -2.98618 0.29237 -2.97665 0.12
H -1.38680 -0.88109 -4.47585 0.13
H -0.21368 -2.90698 -3.67759 0.13
H -0.61121 -3.74569 -1.38961 0.09
H 4.05089 -3.21342 1.08786 0.11
H 6.38179 -2.73706 0.57786 0.12
H 6.96604 -0.89309 -0.97521 0.12
H 5.20147 0.57611 -1.83587 0.10
H 2.63222 3.26291 -2.90041 0.11
H 2.40850 3.52143 -5.33803 0.12
H 2.00495 1.55430 -6.76953 0.12
H 1.86311 -0.69988 -5.76560 0.11
H 2.12718 -0.98627 -3.33277 0.10
H 4.94979 2.33177 -1.06563 0.09
H 5.56836 4.48508 -0.12269 0.12
H 3.88791 5.85036 1.08211 0.12
H 1.59163 5.00645 1.34882 0.09
H 0.95934 2.81134 0.45583 0.05
C -1.38300 3.72929 -1.16716 -0.08
N -2.37632 3.40203 -0.15227 -0.30
C -3.52390 4.31337 -0.15898 -0.07
P -2.03144 2.41801 1.10337 0.54
O -1.31972 1.16351 0.55242 -0.43
N -1.05381 3.16799 2.16389 -0.30
C -1.23966 4.58334 2.49286 -0.06
C -0.31581 2.42477 3.19049 -0.07
N -3.41739 1.99494 1.82225 -0.29
C -3.83697 2.41105 3.15948 -0.06
C -4.45456 1.27125 1.08878 -0.08
H -1.86373 3.80638 -2.14365 0.10
H -0.60219 2.96955 -1.22633 0.05
H -0.88510 4.67991 -0.95223 0.10
H -4.12899 4.15033 -1.05176 0.10
H -3.18190 5.35112 -0.15685 0.09
H -4.14421 4.15924 0.72059 0.08
H -1.64455 5.13563 1.64804 0.08
H -0.27674 5.01758 2.75438 0.08
H -1.90387 4.70762 3.35231 0.09
H -0.30546 1.36037 2.96181 0.08
H -0.77186 2.56970 4.17268 0.09
H 0.71384 2.78469 3.22662 0.09
H -3.01036 2.83561 3.72062 0.06
H -4.20232 1.54319 3.70993 0.10
H -4.64397 3.14540 3.09901 0.10
H -4.23158 1.25146 0.02199 0.07
H -5.41149 1.78278 1.20897 0.10
H -4.54801 0.24701 1.45560 0.09
```

Output
Net charge   +2
LUMO   -5.7567 eV

---

| no. | F_max (Eh/bohr) | molecular weight (g mol⁻¹) |
| --- | --- | --- |
| 1 | 0.0339 | 905.04 |
| 2 | 0.0211 | 865.48 |
| 3 | 0.0472 | 862.40 |
| 4 | 0.0182 | 833.80 |